[1]
Entry from the OMol25 dataset: CH2ClOP in the gas phase at a distorted geometry (ωB97M-V with the def2-TZVPD basis set).

E = -915.9415 Ha
HOMO level (alpha / beta) = -6.476 / -9.740 eV
LUMO (alpha / beta) = 0.0186 / -0.0909 Eh
ΔE to the lowest compared entry with this formula, charge and spin = 1.008 eV
HOMO-LUMO gap (alpha / beta) = 6.982 / 7.266 eV

Geometry as ORCA input:
```
! wB97M-V def2-TZVPD RIJCOSX def2/J DEFGRID3
* xyz 0 3
C 0.87476 -0.32301 -0.69538
O -1.23232 0.85227 0.99615
P 0.25099 0.05404 0.84234
Cl 0.15095 -0.21911 -2.30207
H 1.66948 -0.95906 -0.56573
H -1.71387 0.59487 1.72470
*
```

Atom-resolved charges from Mulliken, all expressed in e: -0.23, -0.45, 0.06, -0.12, 0.42, 0.32

***

[2]
Entry from the OMol25 dataset: 3 unconnected molecules or ions with the total composition C30H45F3N2O4 at a distorted geometry (ωB97M-V with the def2-TZVPD basis set).

E = -1880.0174 Ha
HOMO level = -8.276 eV
LUMO = 0.0043 Eh
structure (SMILES) = C=CC[C@H]1[C@@](CC=C)(CCCOC)OC(=O)[C@@]1(CCCCC)C[C@@H](O)C(F)(F)F.c1cc[nH]c1.c1cc[nH]c1
HOMO-LUMO gap = 8.394 eV

Geometry as ORCA input:
```
! wB97M-V def2-TZVPD RIJCOSX def2/J DEFGRID3
* xyz 0 1
C 1.43578 -3.10626 3.27454
C 1.29391 -1.91920 2.66733
C 1.96068 -1.62871 1.34143
C 1.66258 -0.27947 0.68259
C 0.21928 -0.12598 0.05373
C 0.21207 -0.07022 -1.47486
C 0.94122 -1.25902 -2.05434
C 1.84214 -1.17775 -3.06793
C -0.82668 -1.21809 0.44596
C -2.06973 -0.69602 1.19529
C -3.05123 0.08777 0.31589
O -3.52071 1.29223 0.90980
C -3.10840 2.46370 0.24302
O -0.25253 1.12210 0.59120
C 0.42605 1.33073 1.76048
O -0.09861 1.64448 2.78278
C 1.91020 1.03937 1.44635
C 2.31421 2.31354 0.62902
C 3.09849 2.16165 -0.68695
C 4.64061 2.06792 -0.50034
C 5.27225 0.76892 -1.00432
C 4.99493 0.56292 -2.50237
C 2.61319 1.03822 2.82286
C 4.11508 0.67824 2.74610
O 4.94450 1.76504 3.12530
C 4.55788 -0.51994 3.61981
F 5.02245 -1.52108 2.84752
F 5.55348 -0.18976 4.44311
F 3.58274 -1.01383 4.38656
H 1.52787 -4.03021 2.70999
H 1.43067 -3.18299 4.35643
H 0.67982 -1.16273 3.15066
H 1.64288 -2.40582 0.63644
H 3.04113 -1.73641 1.43002
H 2.32915 -0.29716 -0.18717
H 0.62986 0.85590 -1.87040
H -0.83955 -0.06300 -1.79102
H 0.70890 -2.25338 -1.66768
H 1.63280 -0.70438 -4.02531
H 2.83397 -1.61074 -2.95495
H -0.43500 -2.02693 1.05816
H -1.22070 -1.68556 -0.45700
H -2.58759 -1.60534 1.51677
H -1.82637 -0.15121 2.10421
H -2.57723 0.33924 -0.63778
H -3.93352 -0.51174 0.07252
H -2.12557 2.80684 0.57403
H -3.80587 3.24963 0.54491
H -3.17977 2.40343 -0.84658
H 2.94688 2.92987 1.27176
H 1.44171 2.93178 0.41764
H 2.72831 1.36548 -1.33109
H 2.91781 3.08774 -1.23853
H 4.86249 2.25719 0.55120
H 5.10663 2.88058 -1.06295
H 4.91495 -0.07659 -0.41139
H 6.35439 0.87017 -0.90093
H 5.79885 -0.02273 -2.94706
H 4.99367 1.52574 -3.01809
H 4.03618 0.07867 -2.65428
H 2.57602 2.07414 3.16304
H 2.06436 0.46474 3.56020
H 4.35046 0.42202 1.70830
H 4.56274 2.57392 2.77360
C -6.52382 2.14373 -2.00885
C -6.97146 1.74371 -0.72190
C -7.90515 2.65763 -0.31426
N -8.03541 3.59380 -1.30464
C -7.19858 3.28750 -2.34256
H -5.78877 1.64588 -2.61941
H -6.64371 0.88493 -0.16065
H -8.48374 2.72268 0.59082
H -8.64983 4.38531 -1.27306
H -7.15501 3.90546 -3.22269
C -3.05189 -5.40578 -2.06672
C -4.08487 -4.48651 -1.73147
C -3.59166 -3.22938 -1.95127
N -2.30533 -3.35030 -2.39895
C -1.96756 -4.67566 -2.47271
H -3.09939 -6.48025 -2.01122
H -5.07033 -4.72229 -1.36755
H -4.04388 -2.25997 -1.82433
H -1.70580 -2.57942 -2.63006
H -0.99098 -4.98268 -2.80581
*
```

Results of the Mulliken charge analysis, in e, for atoms 1 through 6: -1.19, -0.19, -1.96, 1.08, 1.98, -1.41

***

[3]
Entry from the OMol25 dataset: C3H4O2S in the gas phase at a distorted geometry (ωB97M-V with the def2-TZVPD basis set).

E = -665.2069 Ha
HOMO level (alpha / beta) = -9.465 / -9.274 eV
LUMO (alpha / beta) = -0.0492 / -0.0333 Eh
ΔE to the lowest compared entry with this formula, charge and spin = 4.864 eV
HOMO-LUMO gap (alpha / beta) = 8.127 / 8.368 eV

Geometry as ORCA input:
```
! wB97M-V def2-TZVPD RIJCOSX def2/J DEFGRID3
* xyz 0 1
C -1.02090 -0.01610 0.47528
C -1.34082 0.57618 -0.63501
C 0.32777 -0.55481 0.71476
O 1.50750 -0.65623 -1.61532
O 2.22395 1.35223 -0.36076
S 1.19742 0.40921 -0.73032
H -1.77516 -0.11935 1.13526
H -2.12318 1.05906 -1.09720
H 0.82095 -0.46494 1.72011
H 0.18246 -1.58524 0.39320
*
```

Results of the Mulliken charge analysis, in e, for atoms 1 through 6: -0.12, -0.75, -0.36, -0.49, -0.49, 0.74

***

[4]
Entry from the OMol25 dataset: 3 unconnected molecules or ions with the total composition C18H44NO9P2 at a distorted geometry (ωB97M-V with the def2-TZVPD basis set).

E = -2126.8226 Ha
HOMO level = -1.467 eV
LUMO = 0.0811 Eh
ΔE to the lowest compared entry with this formula, charge and spin = 0.000 eV
HOMO-LUMO gap = 3.674 eV

Geometry as ORCA input:
```
! wB97M-V def2-TZVPD RIJCOSX def2/J DEFGRID3
* xyz -1 1
C -3.37512 -0.28913 -4.37169
O -3.63892 -0.37597 -3.00064
C -3.31013 -1.63776 -2.47803
C -4.06074 -1.87151 -1.17750
C -3.28158 -2.74702 -0.19261
C -2.41788 -2.02570 0.87273
C -2.26066 -0.51634 0.72227
C -1.03188 -0.03814 1.53497
C 0.20930 0.21267 0.65807
C 1.19625 -0.95339 0.64373
C 1.00062 -1.89187 -0.53992
C 1.72574 -1.38797 -1.79348
C 0.75496 -1.25808 -2.97539
N -0.15602 -0.16824 -2.75444
H -2.32268 -0.07503 -4.55388
H -3.98231 0.51805 -4.77533
H -3.62225 -1.21132 -4.89854
H -2.23812 -1.78100 -2.36399
H -3.62626 -2.40811 -3.18753
H -4.94206 -2.44880 -1.44582
H -4.42814 -0.94052 -0.76961
H -2.62199 -3.37968 -0.77564
H -3.99450 -3.40041 0.29875
H -1.42108 -2.44478 0.81819
H -2.80920 -2.26733 1.85518
H -2.17772 -0.19331 -0.30595
H -3.11702 -0.05416 1.20702
H -0.77432 -0.85790 2.20211
H -1.28936 0.82395 2.13584
H 0.71945 1.09355 1.03795
H -0.07478 0.42615 -0.37087
H 2.18816 -0.52327 0.51695
H 1.21733 -1.48401 1.59089
H -0.04983 -1.94659 -0.80341
H 1.34579 -2.89382 -0.30344
H 2.13148 -0.40522 -1.58149
H 2.58278 -2.02302 -2.04365
H 0.22772 -2.22046 -3.07221
H 1.33653 -1.10345 -3.89790
H 0.27444 0.65552 -3.16361
C 3.16328 -4.06478 6.90809
O 2.67977 -3.09479 5.98643
P 2.89368 -3.27656 4.39766
O 1.94813 -4.29113 3.95011
O 4.42703 -3.86146 4.43205
C 5.44458 -3.32409 5.26615
O 3.17248 -2.30507 3.12905
C 3.29895 -0.87725 3.35146
H 2.39978 -4.16774 7.67576
H 3.33546 -5.02761 6.43083
H 4.07548 -3.71504 7.38975
H 5.87008 -4.12604 5.87051
H 5.07615 -2.54038 5.93001
H 6.24062 -2.91398 4.64379
H 4.11323 -0.66659 4.05213
H 2.36742 -0.46626 3.74026
H 3.51771 -0.39891 2.40384
C -0.28374 7.49053 -1.43840
O -1.09225 6.32776 -1.35254
P -0.49891 4.86413 -1.75960
O 0.38983 4.46223 -0.67376
O 0.37359 5.33962 -3.07306
C -0.13359 6.23432 -4.05072
O -1.01439 3.48863 -2.47257
C -2.39234 3.41589 -2.89861
H -0.51679 8.09883 -0.56628
H 0.77799 7.24899 -1.44099
H -0.53755 8.07149 -2.32538
H 0.55750 7.07148 -4.16284
H -1.12013 6.62556 -3.79459
H -0.19681 5.72135 -5.01152
H -2.62539 4.21017 -3.61720
H -3.06768 3.48806 -2.04524
H -2.52919 2.45203 -3.37267
*
```

Results of the Mulliken charge analysis, in e, for atoms 1 through 6: -0.92, -0.27, -0.01, -0.88, -1.08, -0.55

***

[5]
Entry from the OMol25 dataset: 2 unconnected molecules or ions with the total composition C4H12O (ωB97M-V with the def2-TZVPD basis set).

E = -234.8095 Ha
HOMO level = -10.511 eV
LUMO = 0.0252 Eh
structure (SMILES) = CCC.CO
ΔE to the lowest compared entry with this formula, charge and spin = 0.628 eV
HOMO-LUMO gap = 11.196 eV

Geometry as ORCA input:
```
! wB97M-V def2-TZVPD RIJCOSX def2/J DEFGRID3
* xyz 0 1
C -1.96882 -0.57630 0.63878
C -1.38914 -1.93858 0.21790
C -0.92432 -2.74154 1.42762
H -2.50638 -0.71171 1.57367
H -2.61051 -0.09531 -0.09887
H -1.13039 0.07735 0.86347
H -0.55005 -1.75398 -0.46503
H -2.11608 -2.52169 -0.35017
H -0.56847 -3.72566 1.12236
H -0.13947 -2.20865 1.96877
H -1.77015 -2.92119 2.09082
C 1.79932 3.00624 -0.69434
O 2.40517 2.08489 -1.60151
H 2.48020 3.85177 -0.59900
H 0.80361 3.31086 -1.01242
H 1.77153 2.56539 0.29448
H 2.04760 1.22002 -1.39235
*
```

Results of the Mulliken charge analysis, in e, for atoms 1 through 6: -1.02, -0.17, -1.12, 0.30, 0.31, 0.25

***

[6]
Entry from the OMol25 dataset: a molecular structure, C35H48O2P4Tc at a distorted geometry (ωB97M-V with the def2-TZVPD basis set).

E = -2957.5771 Ha
HOMO level (alpha / beta) = -17.659 / -17.240 eV
LUMO (alpha / beta) = -0.4495 / -0.5113 Eh
HOMO-LUMO gap (alpha / beta) = 5.428 / 3.327 eV

Geometry as ORCA input:
```
! wB97M-V def2-TZVPD RIJCOSX def2/J DEFGRID3
* xyz 4 4
P 4.01478 -1.72167 0.25553
C 4.42779 -1.24958 1.98368
H 5.51780 -1.11957 2.06426
H 4.11509 -2.04531 2.67358
H 3.92395 -0.31061 2.25543
C 5.45558 -2.86713 0.04031
H 5.45157 -3.29437 -0.98105
H 5.41151 -3.71185 0.75586
H 6.40887 -2.33098 0.21354
C 4.59629 -0.16939 -0.54174
H 5.54271 0.16474 -0.05197
H 3.80962 0.61691 -0.43634
H 4.74242 -0.43398 -1.61059
P -1.19518 4.39729 -0.63592
C -1.47123 5.22963 0.95008
H -1.64075 6.28617 0.75375
H -0.55555 5.08091 1.53782
H -2.33378 4.79335 1.47125
C -0.12618 5.61787 -1.44284
H -0.02962 5.44412 -2.52402
H 0.85789 5.53521 -0.95058
H -0.53258 6.60012 -1.25688
C -2.84200 4.68731 -1.35107
H -3.13732 5.71583 -1.18716
H -3.55418 4.02442 -0.83502
H -2.81198 4.46976 -2.42998
P -2.42321 -3.58974 0.97043
C -3.73384 -3.74444 2.24697
H -4.71520 -3.78318 1.75016
H -3.68341 -2.85909 2.89428
H -3.59091 -4.63937 2.87684
C -3.32253 -2.64812 -0.37472
H -4.39918 -2.90126 -0.38234
H -2.90888 -2.83363 -1.37905
H -3.21114 -1.56193 -0.19576
C -2.41583 -5.30509 0.32064
H -3.44796 -5.67119 0.26246
H -1.84776 -5.93808 1.01784
H -1.94338 -5.34962 -0.66878
Tc -0.25076 0.21622 -1.55210
C 0.78422 1.30463 -0.25539
O 1.32153 1.90385 0.59700
C -1.66026 1.12700 -0.36598
O -2.35466 1.59431 0.45458
C -1.47989 0.10916 -3.22932
C -0.84167 -1.12495 -3.05774
C 0.55843 -1.17073 -2.90632
C 1.29485 0.02490 -2.95610
C 0.64433 1.27081 -3.09021
C -0.75220 1.31585 -3.20992
H -2.56562 0.16354 -3.30819
H -1.43794 -2.01487 -2.87413
H 1.01788 -2.08954 -2.54808
H 2.35705 0.00492 -2.75877
H 1.18650 2.20368 -3.07701
H -1.25332 2.26957 -3.31640
C 2.10716 2.42359 4.72402
C 2.68930 1.16210 4.88124
C 2.06279 0.01933 4.36527
C 0.84966 0.12912 3.67607
C 0.28000 1.41340 3.50379
C 0.88180 2.54359 4.06012
P -0.05219 -1.29430 2.92084
C 1.12871 -2.68319 3.02605
C 1.50833 -3.31129 1.81165
C 2.40680 -4.38087 1.83532
C 2.92818 -4.83211 3.05430
C 2.54530 -4.21909 4.24370
C 1.63655 -3.16411 4.23546
C -1.23678 -1.68796 4.26692
C -1.41100 -2.98341 4.78435
C -2.41561 -3.24275 5.71141
C -3.32339 -2.24444 6.06767
C -3.17267 -0.95079 5.54825
C -2.12313 -0.66314 4.67193
H 2.60365 3.31846 5.11143
H 3.63784 1.05363 5.40613
H 2.52821 -0.95382 4.50438
H -0.63752 1.51748 2.92696
H 0.39446 3.52090 3.97194
H 1.09578 -2.94744 0.85708
H 2.70065 -4.85815 0.88947
H 3.62821 -5.66810 3.04824
H 2.94450 -4.56709 5.18714
H 1.31453 -2.71923 5.16982
H -0.75550 -3.79417 4.46688
H -2.49135 -4.23758 6.15546
H -4.14790 -2.46364 6.74992
H -3.87362 -0.15942 5.83059
H -1.98420 0.35476 4.30107
*
```

Results of the Mulliken charge analysis, in e, for atoms 1 through 6: 0.77, -1.08, 0.62, 0.19, 0.29, -1.22

***

Copy entry 5 word for word.
Entry from the OMol25 dataset: 2 unconnected molecules or ions with the total composition C4H12O (ωB97M-V with the def2-TZVPD basis set).

E = -234.8095 Ha
HOMO level = -10.511 eV
LUMO = 0.0252 Eh
structure (SMILES) = CCC.CO
ΔE to the lowest compared entry with this formula, charge and spin = 0.628 eV
HOMO-LUMO gap = 11.196 eV

Geometry as ORCA input:
```
! wB97M-V def2-TZVPD RIJCOSX def2/J DEFGRID3
* xyz 0 1
C -1.96882 -0.57630 0.63878
C -1.38914 -1.93858 0.21790
C -0.92432 -2.74154 1.42762
H -2.50638 -0.71171 1.57367
H -2.61051 -0.09531 -0.09887
H -1.13039 0.07735 0.86347
H -0.55005 -1.75398 -0.46503
H -2.11608 -2.52169 -0.35017
H -0.56847 -3.72566 1.12236
H -0.13947 -2.20865 1.96877
H -1.77015 -2.92119 2.09082
C 1.79932 3.00624 -0.69434
O 2.40517 2.08489 -1.60151
H 2.48020 3.85177 -0.59900
H 0.80361 3.31086 -1.01242
H 1.77153 2.56539 0.29448
H 2.04760 1.22002 -1.39235
*
```

Results of the Mulliken charge analysis, in e, for atoms 1 through 6: -1.02, -0.17, -1.12, 0.30, 0.31, 0.25

***

Question: Look up the E of the first one.
Answer: -915.9415 Ha

***

Question: The highest E belongs to which entry?
Answer: C4H12O